Below is a single C6H12O molecule, with properties calculated with the ωB97M-V functional and the def2-TZVPD basis.

Atoms and positions in Å:
1 C 1.55747 1.10457 0.26951
2 C 0.74036 -0.19038 0.20487
3 C 1.52549 -1.30675 -0.48848
4 C -0.57627 0.03524 -0.52042
5 C -1.76859 -0.86989 -0.25873
6 C -1.79482 0.55702 0.17466
7 O -1.77465 0.91248 1.52495
8 H 1.01239 1.88540 0.81111
9 H 2.51611 0.94828 0.77959
10 H 1.78025 1.48023 -0.73786
11 H 0.52622 -0.50080 1.23703
12 H 2.47294 -1.51422 0.02258
13 H 1.75923 -1.02880 -1.52459
14 H 0.94187 -2.23323 -0.51755
15 H -0.45917 0.41490 -1.53526
16 H -2.43379 -1.13040 -1.07987
17 H -1.66451 -1.63804 0.50625
18 H -2.44063 1.20880 -0.40001
19 H -1.91993 1.86559 1.53221

## Properties
- orbital gap (Ha) = 0.37560
- highest occupied orbital energy (eV) = -9.33
- SMILES = CC(C)[C@H]1C[C@H]1O
- maximum force (eV Å⁻¹) = 0.36
- LUMO energy (eV) = 0.9
- multiplicity = 1